1.
{"formula": "C49H112AlCl2N2O23", "method": "wB97M-V/def2-TZVPD", "species": ["Al", "Cl", "O", "O", "O", "O", "Cl", "O", "O", "O", "O", "C", "O", "C", "C", "O", "C", "H", "H", "H", "H", "H", "H", "H", "H", "H", "H", "C", "O", "C", "C", "O", "C", "H", "H", "H", "H", "H", "H", "H", "H", "H", "H", "C", "O", "C", "C", "O", "C", "H", "H", "H", "H", "H", "H", "H", "H", "H", "H", "C", "O", "C", "C", "O", "C", "H", "H", "H", "H", "H", "H", "H", "H", "H", "H", "C", "C", "O", "C", "H", "H", "H", "H", "H", "H", "C", "C", "O", "C", "H", "H", "H", "H", "H", "H", "C", "C", "O", "C", "H", "H", "H", "H", "H", "H", "C", "C", "O", "C", "H", "H", "H", "H", "H", "H", "C", "C", "O", "C", "H", "H", "H", "H", "H", "H", "C", "C", "O", "C", "H", "H", "H", "H", "H", "H", "C", "C", "O", "C", "H", "H", "H", "H", "H", "H", "C", "C", "N", "C", "C", "C", "C", "H", "H", "H", "H", "H", "H", "H", "H", "H", "H", "H", "H", "H", "H", "H", "C", "C", "N", "C", "C", "C", "C", "H", "H", "H", "H", "H", "H", "H", "H", "H", "H", "H", "H", "H", "H", "H"], "xyz": [[2.338985, 1.610676, -1.866301], [-1.470517, -0.700973, -0.937543], [-0.003595, -0.633385, -0.898708], [-1.846837, -1.797007, -1.801307], [-2.062228, -0.932428, 0.359138], [-1.773796, 0.611352, -1.411151], [1.632019, 5.968734, 2.820676], [0.712562, 6.886032, 3.473721], [1.662829, 5.910378, 1.439013], [2.288873, 5.080353, 3.610708], [0.946475, 2.758128, -1.870890], [0.022025, -8.010785, 1.148217], [-0.611016, -7.169227, 2.107632], [0.184151, -6.629847, 3.179066], [-0.397532, -5.340643, 3.706121], [0.314434, -4.267413, 3.036469], [-0.555787, -3.276633, 2.537525], [-0.723830, -8.477510, 0.558103], [0.597041, -8.783832, 1.634150], [0.753482, -7.520469, 0.530450], [1.156134, -6.375388, 2.849688], [0.139372, -7.399759, 3.950751], [-0.244254, -5.219395, 4.813000], [-1.452648, -5.302546, 3.482224], [-1.058015, -2.773613, 3.367724], [-1.327445, -3.549741, 1.780151], [0.059482, -2.452140, 2.163364], [4.832737, -0.239297, -2.878246], [4.653372, 0.658120, -1.875770], [5.037115, 0.536854, -0.501237], [3.993591, 1.404675, 0.258772], [2.679512, 1.290927, -0.251699], [1.795111, 1.801241, 0.757189], [3.853403, -0.223284, -3.414102], [5.113162, -1.290139, -2.601945], [5.631932, 0.168414, -3.551130], [6.069287, 0.900718, -0.403789], [4.981705, -0.457606, -0.122632], [4.292344, 2.399645, 0.162766], [3.988735, 1.103616, 1.308124], [2.066401, 2.820807, 0.993753], [1.901393, 1.132821, 1.664956], [0.831042, 1.663807, 0.307668], [7.973909, 0.145467, 5.231032], [6.541875, -0.026851, 5.074070], [5.750862, -0.258684, 6.236392], [4.970074, 0.884323, 6.872967], [4.132992, 1.359195, 5.866720], [3.103732, 2.101691, 6.444760], [8.177963, 1.068875, 5.813513], [8.414188, 0.300987, 4.272595], [8.430837, -0.775949, 5.684645], [6.298236, -0.823294, 6.973541], [4.941625, -0.838084, 5.767180], [5.595793, 1.694007, 7.300094], [4.418521, 0.507990, 7.734180], [3.529038, 2.917476, 7.023325], [2.497189, 1.438629, 7.081216], [2.407516, 2.576659, 5.709156], [4.816386, 3.079352, -2.847691], [3.413706, 2.909861, -2.657805], [2.833058, 4.074322, -3.367869], [2.762625, 5.368467, -2.574704], [2.360951, 6.306194, -3.560334], [1.159792, 7.043347, -3.606110], [5.283337, 3.393328, -2.009356], [4.941427, 3.972220, -3.441083], [5.289182, 2.240364, -3.387861], [1.771335, 3.901157, -3.569562], [3.404786, 4.175914, -4.386979], [3.618266, 5.626798, -2.093968], [2.013109, 5.244114, -1.823940], [0.933506, 7.572152, -2.707685], [0.221526, 6.500186, -3.873116], [1.370509, 7.908549, -4.245786], [-2.343546, 6.040845, 0.581388], [-1.784633, 5.076763, -0.538695], [-0.662985, 5.245945, -0.915198], [-2.611763, 4.042525, -1.270521], [-3.330387, 5.752548, 0.944480], [-2.514875, 7.030549, 0.054463], [-1.602453, 6.133694, 1.424820], [-2.942603, 4.587829, -2.163889], [-3.539167, 3.664208, -0.796954], [-1.928679, 3.309803, -1.525313], [-1.562686, 5.418376, -5.503452], [-0.120204, 5.039751, -5.985469], [0.195890, 3.878928, -6.083213], [0.802298, 6.142114, -6.460702], [-2.238188, 4.563825, -5.712486], [-1.929103, 6.312786, -6.065623], [-1.630889, 5.512798, -4.428696], [0.225785, 7.082671, -6.498017], [1.228710, 5.915658, -7.417541], [1.683435, 6.287397, -5.843965], [-3.869380, 0.005596, -4.300438], [-5.149216, -0.713612, -4.036673], [-5.789899, -1.251838, -4.899545], [-5.610929, -0.594634, -2.575627], [-3.653305, 0.045262, -5.335844], [-3.193017, -0.472364, -3.659532], [-3.932363, 1.051873, -3.960848], [-4.820002, -0.297362, -1.850850], [-6.129674, -1.515745, -2.282459], [-6.308517, 0.212932, -2.523039], [0.734020, -1.835196, -3.498344], [0.944514, -0.401639, -3.591671], [1.892441, 0.253198, -3.220561], [-0.313935, 0.307568, -4.309895], [-0.248770, -2.103527, -3.885191], [1.181985, -2.424585, -2.726232], [1.175080, -2.085598, -4.494422], [-0.899432, -0.363893, -4.875338], [-0.074771, 1.264507, -4.857704], [-0.847453, 0.563189, -3.341055], [-6.285114, 2.237884, 2.587399], [-5.993706, 2.536946, 1.116925], [-6.008998, 3.680475, 0.688998], [-5.763240, 1.438047, 0.126705], [-5.351563, 2.120784, 3.085257], [-6.972053, 1.299828, 2.704881], [-6.807369, 3.035355, 3.107329], [-5.132491, 0.624201, 0.417432], [-5.372294, 1.894477, -0.773807], [-6.824622, 1.065066, -0.114924], [3.394114, -4.709175, 1.992918], [3.069646, -3.295208, 1.396669], [3.559622, -2.271469, 1.735132], [1.922070, -3.374581, 0.355264], [3.908482, -4.499110, 2.873679], [3.910517, -5.340454, 1.228819], [2.410450, -5.170540, 2.245533], [2.346372, -3.877947, -0.495467], [1.553605, -2.372934, -0.064643], [1.093110, -3.958913, 0.742212], [1.739416, -5.053364, -5.835566], [2.590186, -4.910841, -4.629211], [3.153810, -3.876781, -4.362188], [2.665960, -6.112340, -3.777361], [0.818999, -5.604475, -5.740616], [2.234081, -5.546345, -6.692636], [1.515617, -4.056926, -6.276244], [3.707582, -6.257150, -3.493705], [2.162023, -6.912777, -4.239971], [2.197087, -5.822792, -2.796690], [-0.306376, 2.605620, 8.416473], [-0.763560, 3.195110, 7.065394], [-1.757019, 2.358220, 6.364013], [-1.964022, 2.786826, 4.997229], [-0.848229, 2.485361, 4.002886], [-3.073087, 2.245528, 7.092665], [-3.936303, 3.560856, 7.179607], [-0.028296, 1.554476, 8.226766], [-1.085368, 2.700311, 9.145637], [0.636549, 3.034412, 8.768149], [-1.214632, 4.181013, 7.202768], [0.061978, 3.294163, 6.393331], [-2.974868, 2.278910, 4.699194], [-2.124171, 3.934445, 4.895367], [-0.317238, 1.530347, 4.289090], [-1.143974, 2.348223, 2.982848], [-0.027435, 3.227814, 3.938219], [-2.854018, 1.776257, 8.058027], [-3.640039, 1.504757, 6.572043], [-5.038305, 3.371730, 7.079216], [-3.642112, 4.382074, 6.433979], [-3.802613, 4.035656, 8.139335], [-2.768285, -3.804046, -4.652909], [-3.804221, -4.817127, -4.162987], [-3.406528, -5.585006, -2.933299], [-4.374361, -6.638291, -2.622203], [-4.041528, -7.910001, -3.330687], [-2.923735, -4.819317, -1.816401], [-2.015661, -5.560457, -0.770334], [-3.014048, -3.452925, -5.637877], [-1.835873, -4.360877, -4.707318], [-2.682693, -2.958618, -3.933461], [-4.800282, -4.408318, -3.905429], [-3.958022, -5.607706, -4.905465], [-4.372748, -6.857573, -1.548127], [-5.320770, -6.221700, -2.849342], [-3.928960, -7.788892, -4.392601], [-3.083922, -8.212170, -2.923425], [-4.888034, -8.628405, -3.173209], [-3.746757, -4.322778, -1.277147], [-2.215950, -4.096526, -2.231942], [-1.339710, -6.273851, -1.247157], [-2.516854, -6.240527, -0.039431], [-1.419611, -4.892086, -0.109964]], "forces_ev_per_angstrom": [[-3.7, 1.9, -4.8], [1.3, -0.2, 0.9], [0.5, -1.0, 0.7], [-0.2, 0.8, -0.3], [0.5, 0.2, -0.3], [-2.0, 0.5, -0.7], [-1.1, 6.7, 1.1], [0.1, -1.6, -0.9], [-0.7, -1.2, -2.8], [1.6, -4.1, 2.3], [1.8, -2.0, 0.5], [0.7, 0.4, 1.6], [-0.1, 0.7, -0.5], [-1.7, -1.2, 0.1], [0.9, 0.6, 0.2], [-1.0, -0.6, -0.2], [-0.2, 1.5, 0.4], [-0.8, -0.2, -0.6], [0.1, -0.6, 0.5], [0.1, 0.8, -0.5], [1.2, -0.3, -0.2], [0.6, 0.0, 0.3], [-0.1, -0.2, -0.9], [-0.4, 0.1, 0.0], [-0.5, -0.3, 0.2], [0.8, -0.3, 0.4], [0.0, -0.4, -0.4], [0.6, -1.8, -2.7], [-1.9, 1.7, 2.8], [-0.7, 0.5, -0.6], [2.5, -1.9, 0.4], [1.5, -1.1, 2.7], [-1.0, -1.4, 1.6], [1.3, -0.7, 0.0], [-0.4, 1.0, 0.1], [-0.5, -0.6, 0.3], [-0.4, 0.1, 0.4], [-0.1, -1.1, -0.1], [0.3, 1.9, 0.1], [0.0, 0.0, -0.1], [-0.1, 0.2, -0.2], [-0.1, 0.7, -1.0], [-0.7, 0.5, 0.1], [-1.1, -0.2, 1.6], [1.1, 0.7, 0.0], [-0.6, -0.4, -1.0], [1.7, 0.2, -0.2], [-0.6, 0.4, -0.5], [-1.1, 0.5, -0.2], [0.1, -0.7, 0.0], [0.0, -0.1, -0.9], [-0.3, 0.9, -0.2], [0.2, -0.3, 0.4], [0.2, -0.4, 0.7], [0.0, -0.1, -0.4], [-0.3, -0.4, 0.0], [-0.1, 0.2, 0.4], [0.0, 0.3, 0.1], [0.8, -0.6, 0.1], [0.2, -0.5, -3.0], [0.7, 1.0, -0.8], [-1.2, 0.2, -2.2], [-2.9, -0.8, -1.7], [0.9, 0.1, -0.5], [-0.5, 0.5, 0.4], [1.5, 0.0, 3.3], [0.1, -0.1, -0.6], [-0.3, 0.5, 0.6], [0.4, -0.7, -0.1], [-1.2, -0.1, 2.1], [2.9, 1.2, 1.1], [-0.8, -0.2, 0.6], [0.0, -0.1, 1.4], [1.1, 0.2, 0.0], [-0.2, -0.6, -0.5], [0.1, 0.1, -1.0], [-1.3, 0.7, 1.2], [1.5, 0.4, 0.0], [-1.9, 1.9, 0.8], [0.2, -0.2, 0.1], [0.5, -0.9, 0.7], [-0.7, 0.0, -1.0], [0.0, -0.3, -0.1], [0.7, 0.3, 0.1], [1.1, -1.8, -0.7], [0.1, -0.5, -1.3], [-0.9, 0.0, -0.1], [0.2, -0.1, 0.3], [-0.6, 0.8, 0.3], [0.5, 0.4, -0.2], [0.3, -0.6, 0.8], [0.2, 0.5, 0.3], [0.5, -0.3, -0.1], [-0.2, -0.3, -0.8], [-0.1, -0.2, 0.4], [-1.3, 1.2, 0.1], [-0.2, 1.0, 0.8], [-0.2, -0.4, 0.0], [0.6, -0.8, 0.0], [0.6, -0.4, -1.0], [1.7, -0.6, 0.6], [-0.1, -0.3, 0.2], [-0.2, -0.6, -0.7], [0.2, 0.3, 0.1], [-0.8, 0.6, -0.2], [0.4, -0.3, -2.2], [-5.2, 0.2, -2.3], [2.6, 1.9, 2.4], [2.6, 1.4, 2.3], [-0.4, 0.0, 1.3], [0.1, -0.1, 0.4], [0.9, -0.2, 0.4], [-0.5, -0.8, -0.6], [-0.1, -1.1, 0.7], [0.1, 0.0, -1.1], [-2.0, -1.4, -0.6], [-0.3, 1.1, 0.0], [0.1, -0.4, 0.6], [-1.9, -0.1, -0.5], [0.8, -0.6, 0.5], [1.6, 1.4, -0.2], [0.0, 0.4, -0.4], [0.2, -0.5, 0.5], [0.0, 0.0, -0.2], [1.5, 0.2, 0.3], [-1.5, 0.8, -1.9], [-2.5, -2.7, -1.0], [1.2, 1.5, 0.6], [0.4, 1.8, -0.3], [1.3, -0.2, 1.4], [-0.2, 0.5, 0.8], [0.9, 0.4, -0.3], [0.1, -0.6, -0.5], [0.5, -1.2, 1.0], [0.0, 0.0, 0.0], [-0.3, 1.3, -2.3], [-0.3, 0.0, -0.4], [0.3, 0.4, 0.1], [0.4, 1.3, 2.1], [-0.3, -0.2, 0.6], [0.3, -0.1, 0.6], [0.0, -0.5, 0.5], [0.0, -0.5, -0.3], [-0.3, -1.3, -0.2], [0.0, -0.5, -0.8], [0.7, -0.5, -1.5], [-1.0, -0.4, 0.5], [-0.4, 0.0, 0.6], [-2.0, 1.0, -0.9], [1.8, -1.4, 0.8], [0.8, 0.9, -0.5], [0.1, 0.4, -0.6], [-0.5, 0.2, 0.3], [-0.2, -0.1, 0.6], [-0.3, 0.5, 0.0], [0.2, 0.4, 0.1], [0.7, 0.1, -0.4], [1.9, 1.0, 0.1], [-0.2, -1.4, 0.4], [-0.6, 0.8, -0.2], [-0.7, 0.0, -0.5], [-0.4, 0.1, 0.5], [-0.2, 0.5, 0.0], [-0.3, -0.5, -0.5], [1.1, 0.0, -0.1], [-0.4, -1.5, 0.8], [0.0, 0.1, 0.4], [-0.4, -0.3, 1.3], [-0.4, -1.0, 1.5], [1.1, -0.5, -0.5], [1.2, 1.0, 0.5], [-1.1, -0.7, 0.2], [1.1, 0.1, 0.7], [-0.6, -1.0, 0.6], [-0.2, 0.3, -0.4], [0.4, 0.2, 0.0], [0.1, -0.5, -0.6], [0.2, 0.5, -0.6], [-0.1, 0.3, -0.2], [0.1, 0.3, -0.1], [-1.6, 0.0, -0.3], [0.0, 0.2, -0.5], [0.0, -0.7, 0.0], [1.0, 0.2, 0.0], [0.2, 0.3, 0.0], [-0.6, 0.3, 0.2], [0.3, 0.4, -0.4], [-0.3, 0.7, -0.5], [-0.4, -0.1, -0.8]], "orbital_gap_ha": 0.0526, "largest_force_ev_per_a": 6.86, "total_charge": 1}

=====

2.
{"formula": "C6H17N2S", "method": "wB97M-V/def2-TZVPD", "species": ["C", "C", "C", "C", "C", "C", "N", "N", "S", "H", "H", "H", "H", "H", "H", "H", "H", "H", "H", "H", "H", "H", "H", "H", "H", "H"], "xyz": [[2.880872, -1.182644, -0.169992], [2.236634, 1.239220, -0.582985], [-2.732477, -1.541910, -0.512591], [0.750295, -0.391586, 0.741227], [-2.349883, 0.626936, 0.633657], [2.232561, 0.041971, 0.336517], [-1.724776, -0.732548, 0.195127], [-1.691218, 1.713176, -0.013103], [-0.328760, -0.535137, -0.693246], [2.356540, -1.745524, -0.980305], [3.927474, -0.876993, -0.636903], [2.925118, -1.919494, 0.744420], [1.450641, 1.064066, -1.296145], [3.213142, 1.381238, -1.087408], [2.181178, 2.270116, -0.073299], [-3.163404, -1.018266, -1.302850], [-2.244782, -2.505375, -0.860491], [-3.423845, -1.738342, 0.367601], [0.715798, -1.347112, 1.178031], [0.238798, 0.393611, 1.370131], [-3.494526, 0.495512, 0.429358], [-2.193060, 0.658606, 1.674021], [2.584207, 0.054311, 1.365062], [-0.509648, 0.904938, -0.642159], [-1.555244, 2.621515, 0.546894], [-2.281646, 2.069712, -0.730567]], "forces_ev_per_angstrom": [[2.4, -2.0, -0.7], [1.5, 1.9, 1.2], [0.9, -2.2, 2.9], [0.6, 2.5, -0.8], [-1.4, -1.8, -0.6], [-2.6, -0.9, 1.6], [-0.6, 0.9, -0.7], [-0.2, 2.8, 1.0], [0.3, 0.4, 0.5], [0.2, 0.6, 0.4], [-1.9, -1.1, 1.3], [0.6, 1.2, -2.0], [0.0, 0.6, -0.7], [-0.6, -0.6, -0.1], [-0.7, -1.6, -0.5], [-1.1, 0.7, -1.4], [-0.8, 1.1, 0.4], [0.2, -0.3, -1.7], [0.1, -1.1, 0.9], [0.6, -0.9, -0.4], [2.2, 0.6, 0.2], [0.0, 0.2, 1.3], [0.8, 1.5, 0.0], [-0.3, -0.2, -0.5], [0.0, -2.2, -0.4], [-0.3, 0.1, -1.2]], "orbital_gap_ha": 0.4007, "largest_force_ev_per_a": 3.74, "total_charge": 1, "relative_energy_kj_mol": 62.2}